Model 1:
Molecular formula: C3H7FN3
Method: DFT, ωB97M-V with the def2-TZVPD basis set

Output
* HOMO energy: -0.5220 Ha
* HOMO-LUMO gap: 9.5396 eV

```
! RIJCOSX wB97M-V def2-TZVPD def2/J DEFGRID3
* xyz 1 1
C 0.7600 0.4027 0.1496
C -1.7153 -0.9305 -0.4436
C 0.8644 1.7303 -0.3740
N -1.3683 -1.3101 0.8633
N -1.0235 0.0094 0.4656
N 1.5057 -0.5695 0.3789
F -0.8664 -1.4796 -1.4589
H -2.6704 -0.7890 -0.8025
H -0.0840 2.2063 -0.2790
H 1.6268 2.2659 0.3003
H 1.1899 1.8989 -1.5070
H -2.0372 -1.3971 1.6457
H 2.6186 -0.5769 0.2535
H 1.1997 -1.4608 0.8081
*
```

=====

Model 2:
Molecular formula: C3H7FN3
Method: DFT, ωB97M-V with the def2-TZVPD basis set

Output
* HOMO energy: -0.5185 Ha
* SMILES string: C/C(N)=N/[NH+]=C/F
* HOMO-LUMO gap: 9.2387 eV

```
! RIJCOSX wB97M-V def2-TZVPD def2/J DEFGRID3
* xyz 1 1
C 1.8508 -0.9639 -0.0273
C 0.8210 0.1046 -0.0402
N 1.0265 1.4070 0.2287
N -0.3777 -0.3880 -0.2042
N -1.5420 0.2725 -0.1919
C -2.5661 -0.4422 0.0127
F -3.7568 0.1821 0.0490
H 2.8398 -0.6798 0.5155
H 1.3186 -1.9849 0.1911
H 2.2249 -1.2007 -1.0472
H 1.8871 1.7664 0.5112
H 0.3020 2.0853 0.2027
H -1.5075 1.3577 -0.1273
H -2.5206 -1.5162 -0.0727
*
```

=====

Energies in kcal/mol, measured from the most stable structure: model 1 48.0; model 2 0.0.

=====

Model 1:
Molecular formula: CH14O5
Method: DFT, ωB97M-V with the def2-TZVPD basis set

Output
* HOMO energy: -0.4144 Ha
* SMILES string: C.O.O.O.O.O
* HOMO-LUMO gap: 11.8767 eV

```
! RIJCOSX wB97M-V def2-TZVPD def2/J DEFGRID3
* xyz 0 1
C 5.4641 -0.4624 1.6319
H 5.2792 -1.1891 2.4202
H 6.3839 -0.6158 1.0797
H 5.4241 0.5051 2.1321
H 4.6445 -0.5156 0.9159
O -1.7434 1.3601 -0.3906
H -1.6120 0.4905 -0.8243
H -1.5281 1.9698 -1.1042
O -3.3075 -1.9295 0.8230
H -4.0021 -2.5860 0.9339
H -3.5822 -1.1828 1.3877
O 0.6274 1.9185 -3.6674
H 1.2613 2.4146 -4.2066
H 0.6350 2.5107 -2.9010
O -3.1032 0.5437 1.9984
H -3.7461 1.0285 1.4686
H -2.3627 0.4713 1.3759
O -1.3460 -1.2952 -1.0047
H -2.0914 -1.4615 -0.3883
H -1.2948 -1.9750 -1.6804
*
```

=====

Model 2:
Molecular formula: CH14O5
Method: DFT, ωB97M-V with the def2-TZVPD basis set

Output
* HOMO energy: -0.4137 Ha
* SMILES string: C.O.O.O.O.O
* HOMO-LUMO gap: 11.8399 eV

```
! RIJCOSX wB97M-V def2-TZVPD def2/J DEFGRID3
* xyz 0 1
C 0.2506 1.5650 1.6256
H -0.7168 1.7304 1.2620
H 0.4525 2.1652 2.4765
H 0.9725 1.8471 0.8452
H 0.4915 0.5349 1.7205
O 0.8594 -1.7600 0.0403
H -0.0292 -1.5602 0.4795
H 0.9975 -2.7002 0.1811
O -2.2509 0.3985 -1.0608
H -2.9880 0.2732 -1.6809
H -1.4656 0.5941 -1.6808
O 2.5408 0.5221 -0.5901
H 2.1110 -0.1740 -0.1595
H 3.3880 0.5496 -0.1655
O -0.0742 -0.2785 -2.3409
H 0.8723 -0.1455 -2.1646
H -0.1870 -1.0654 -1.7715
O -1.5107 -1.1365 0.8868
H -1.9501 -0.4986 0.3134
H -1.7636 -0.8612 1.7836
*
```

=====

Energies in kcal/mol, measured from the most stable structure: model 1 5.7; model 2 0.0.

=====

Model 1:
Molecular formula: C8H15N3
Method: DFT, ωB97M-V with the def2-TZVPD basis set

Output
* HOMO energy: -0.3083 Ha
* SMILES string: [H]/N=C\C(C)(C)C.[H]/N=C/C=C=N
* HOMO-LUMO gap: 9.1290 eV

```
! RIJCOSX wB97M-V def2-TZVPD def2/J DEFGRID3
* xyz 0 1
H -1.9972 1.2115 0.1351
N -2.0025 0.2286 0.0429
C -0.9972 -0.3395 0.6111
C -0.0008 0.4598 1.4003
C 1.1578 -0.3960 1.9605
C 0.7199 1.5439 0.6388
C -0.7984 1.0155 2.6201
H -0.9251 -1.3332 0.4342
H 0.7179 -1.1964 2.5182
H 1.6513 0.2278 2.7414
H 1.9502 -0.8094 1.3026
H -0.0106 2.4063 0.4991
H 0.9268 1.1405 -0.2938
H 1.6977 1.9403 0.9652
H -1.7873 0.6749 2.7596
H -0.3234 0.6864 3.5504
H -0.8285 2.0197 2.4982
H 2.5819 -2.5378 -2.9004
N 2.1394 -1.6536 -2.8335
C 0.8284 -1.7138 -2.9231
C 0.1889 -0.4008 -2.9563
C -1.0691 -0.3494 -2.7362
N -2.2574 -0.4481 -2.5395
H 0.2590 -2.6102 -2.7097
H 0.7275 0.5176 -3.2712
H -2.5491 -0.2845 -1.5140
*
```

=====

Model 2:
Molecular formula: C8H15N3
Method: DFT, ωB97M-V with the def2-TZVPD basis set

Output
* HOMO energy: -0.2772 Ha
* HOMO-LUMO gap: 7.6668 eV

```
! RIJCOSX wB97M-V def2-TZVPD def2/J DEFGRID3
* xyz 0 1
C 1.5886 -3.3237 2.4428
C 1.8217 -2.1586 1.5047
C 1.2752 -2.3846 0.0897
C -0.1766 -2.7158 0.0793
C -1.5926 2.4719 -2.5661
C -1.5852 2.7742 -1.1172
C -2.4519 3.7952 -0.5417
C -0.6813 2.2264 -0.2671
H 2.1247 -4.2170 2.1223
H 0.5242 -3.5683 2.4975
H 1.9500 -3.0637 3.4459
H 2.8924 -1.9548 1.4229
H 1.3598 -1.2668 1.9167
H 1.7965 -3.2078 -0.4131
H 1.4559 -1.4927 -0.5241
H -0.6303 2.7614 -3.0231
H -2.3722 2.9791 -3.1522
H -1.7509 1.3914 -2.7277
H 0.5080 1.0065 -1.4457
H -2.5281 3.7459 0.5262
H -0.7958 2.2854 0.8152
H 1.9815 1.8330 0.6925
H 0.8369 0.7752 1.2011
N -1.3058 -2.9580 0.0619
N 0.4499 1.5775 -0.6039
N 1.3501 1.0781 0.3848
*
```

=====

Energies in kcal/mol, measured from the most stable structure: model 1 0.0; model 2 37.7.

=====

Model 1:
Molecular formula: C2HClF2OS
Method: DFT, ωB97M-V with the def2-TZVPD basis set

Output
* HOMO energy (spin up / spin down): -0.3512 / -0.3914 Ha
* HOMO-LUMO gap (spin up / spin down): 6.1307 / 7.8222 eV

```
! RIJCOSX wB97M-V def2-TZVPD def2/J DEFGRID3
* xyz 0 1
C 0.8074 0.1075 -0.8098
C -0.3941 0.2795 -0.0186
O 1.0284 -0.7918 -1.5625
F 1.6384 1.1659 -0.7283
F -2.6747 -0.3215 0.8441
S -1.5286 -0.9305 -0.1459
Cl 1.6431 -0.6331 1.7800
H -0.5201 1.1241 0.6409
*
```

=====

Model 2:
Molecular formula: C2HClF2OS
Method: DFT, ωB97M-V with the def2-TZVPD basis set

Output
* HOMO energy (spin up / spin down): -0.4028 / -0.3552 Ha
* HOMO-LUMO gap (spin up / spin down): 8.1611 / 6.1395 eV

```
! RIJCOSX wB97M-V def2-TZVPD def2/J DEFGRID3
* xyz 0 1
C -0.8492 -1.1100 0.3771
C 0.2482 -0.6529 -0.4003
O -1.5228 -0.3566 1.0333
F -1.1457 -2.4232 0.3049
F 1.4202 1.3791 -1.2490
S 0.1717 1.0587 -0.2808
Cl 0.6926 3.3438 1.1224
H 0.9850 -1.2390 -0.9076
*
```

=====

Energies in kcal/mol, measured from the most stable structure: model 1 0.0; model 2 5.3.